Record 1
{"formula": "C4H11NO2", "method": "wB97M-V/def2-TZVPD", "symbols": ["C", "C", "C", "C", "N", "O", "O", "H", "H", "H", "H", "H", "H", "H", "H", "H", "H", "H"], "coordinates": [[0.31, -0.78, 0.10], [-0.50, 0.88, -0.16], [-1.99, 0.74, -0.01], [0.15, 1.80, 0.84], [2.15, -2.13, -0.63], [1.21, -0.69, -0.87], [-0.60, -1.78, 0.02], [-0.31, -2.46, -0.61], [0.72, -0.77, 1.12], [-0.25, 1.17, -1.18], [3.06, -1.71, -0.41], [2.23, -2.49, -1.58], [-2.24, 0.36, 0.99], [-2.49, 1.70, -0.15], [-2.38, 0.07, -0.77], [-0.26, 2.81, 0.76], [-0.04, 1.45, 1.86], [1.23, 1.84, 0.68]], "homo_lumo_gap_ev": 9.524, "e_above_lowest_ev": 3.975, "spin_multiplicity": 1, "lumo_ev": 0.581}

=====

Record 2
{"formula": "C6H10", "method": "wB97M-V/def2-TZVPD", "symbols": ["C", "C", "C", "C", "C", "C", "H", "H", "H", "H", "H", "H", "H", "H", "H", "H"], "coordinates": [[0.50, 1.13, 1.32], [-0.02, -0.24, 0.89], [-1.35, -0.24, 0.08], [-0.59, -0.67, -1.17], [0.69, 0.06, -1.48], [0.66, -0.89, -0.33], [-0.03, 1.49, 2.21], [1.57, 1.10, 1.54], [0.34, 1.88, 0.53], [-0.06, -0.91, 1.75], [-1.97, -1.08, 0.41], [-1.97, 0.66, 0.08], [-1.02, -1.33, -1.93], [0.84, 1.12, -1.34], [1.20, -0.34, -2.35], [1.28, -1.78, -0.28]], "homo_lumo_gap_ev": 10.738, "e_above_lowest_ev": 1.435, "spin_multiplicity": 1, "lumo_ev": 1.240, "smiles": "C[C@H]1C[C@H]2C[C@H]21"}

=====

Record 3
{"formula": "CHLiOV", "method": "wB97M-V/def2-TZVPD", "symbols": ["H", "V", "O", "C", "Li"], "coordinates": [[0.73, -1.52, -0.65], [1.70, 0.08, 0.24], [-1.16, -1.12, -1.65], [-0.33, -0.72, -2.37], [-0.94, -2.13, 0.14]], "s2": 4.035, "homo_lumo_gap_ev": [4.607, 3.461], "spin_multiplicity": 4, "lumo_ev": [-1.103, -0.990]}

=====

Record 4
{"formula": "C5H17N2O", "method": "wB97M-V/def2-TZVPD", "symbols": ["C", "N", "C", "C", "C", "N", "C", "H", "H", "H", "H", "H", "H", "H", "H", "H", "H", "H", "H", "H", "H", "H", "H", "H", "O"], "coordinates": [[-1.80, -0.86, 0.39], [-0.60, -1.32, -0.28], [-0.52, -0.96, -1.70], [0.85, -1.18, -2.28], [-1.48, 0.25, 1.43], [-0.16, 0.86, 1.14], [0.68, 1.18, 2.34], [-2.57, -0.52, -0.32], [-2.26, -1.67, 0.95], [-0.44, -2.31, -0.15], [-1.25, -1.53, -2.27], [-0.72, 0.11, -1.76], [1.67, -0.70, -1.72], [0.90, -0.74, -3.27], [1.18, -2.22, -2.25], [-1.49, -0.11, 2.45], [-2.24, 1.02, 1.38], [-0.28, 1.73, 0.63], [0.37, 0.16, 0.58], [1.73, 1.16, 2.02], [0.65, 0.33, 3.02], [0.41, 2.14, 2.77], [2.23, 1.34, -1.66], [2.97, 2.20, -0.68], [2.19, 1.65, -0.74]], "total_charge": 1, "homo_lumo_gap_ev": 10.628, "e_above_lowest_ev": 0.784, "spin_multiplicity": 1, "lumo_ev": -2.714}

=====

Record 5
{"formula": "C16H21BClN5O2S6SbZr", "method": "wB97M-V/def2-TZVPD", "symbols": ["Zr", "S", "Sb", "S", "S", "S", "C", "N", "C", "C", "N", "B", "N", "C", "C", "N", "C", "C", "S", "C", "S", "H", "H", "H", "H", "H", "H", "H", "H", "H", "H", "H", "H", "N", "C", "C", "C", "C", "C", "C", "H", "H", "H", "H", "H", "H", "H", "Cl", "C", "C", "O", "O", "H", "H"], "coordinates": [[0.22, 0.21, 0.46], [2.90, -2.42, 2.93], [2.58, -0.19, 2.56], [0.25, 0.42, 2.90], [2.67, 0.07, 0.16], [4.01, 1.17, 3.69], [3.62, 3.27, 0.99], [3.13, 3.01, -0.33], [3.88, 2.87, -1.46], [3.03, 2.65, -2.49], [1.75, 2.65, -2.00], [0.50, 2.90, -2.87], [-0.73, 2.00, -2.52], [-2.00, 2.45, -2.77], [-2.83, 1.39, -2.91], [-2.07, 0.26, -2.74], [-2.48, -1.10, -2.92], [-0.80, 0.66, -2.49], [0.46, -0.45, -2.23], [1.84, 2.83, -0.67], [0.55, 2.83, 0.45], [4.29, 2.48, 1.32], [2.77, 3.32, 1.68], [4.15, 4.22, 1.02], [4.95, 2.91, -1.44], [3.22, 2.51, -3.53], [0.80, 2.64, -4.01], [0.16, 4.03, -2.71], [-2.21, 3.49, -2.85], [-3.88, 1.35, -3.11], [-3.52, -1.11, -3.26], [-2.39, -1.65, -1.99], [-1.84, -1.57, -3.67], [0.55, -2.16, 0.62], [-0.05, -3.01, 1.63], [0.44, -4.30, 1.82], [-0.09, -5.10, 2.82], [-1.10, -4.62, 3.64], [-1.58, -3.34, 3.45], [-1.06, -2.53, 2.45], [1.57, -2.35, 0.64], [0.21, -2.44, -0.32], [1.25, -4.65, 1.21], [0.32, -6.09, 2.97], [-1.50, -5.24, 4.42], [-2.35, -2.95, 4.10], [-1.43, -1.52, 2.34], [-4.75, 0.58, -0.29], [-3.74, -0.10, 0.99], [-2.30, 0.09, 0.54], [-1.74, 1.18, 0.73], [-1.69, -0.87, 0.00], [-3.98, -1.16, 1.10], [-3.94, 0.46, 1.91]], "total_charge": -1, "homo_lumo_gap_ev": 6.769, "e_above_lowest_ev": 1.124, "spin_multiplicity": 1, "lumo_ev": 2.119}

=====

Record 6
{"formula": "C27H30N4O3S", "method": "wB97M-V/def2-TZVPD", "symbols": ["C", "N", "C", "S", "N", "C", "C", "O", "C", "C", "C", "C", "C", "C", "N", "C", "C", "C", "C", "C", "C", "C", "C", "C", "O", "H", "H", "H", "H", "H", "H", "H", "H", "H", "H", "H", "H", "H", "H", "H", "H", "H", "H", "H", "H", "H", "C", "C", "C", "N", "C", "C", "C", "C", "C", "O", "H", "H", "H", "H", "H", "H", "H", "H", "H"], "coordinates": [[-3.39, -0.64, 4.29], [-2.13, 0.09, 4.09], [-2.02, 1.32, 4.72], [-3.21, 1.89, 5.76], [-0.86, 2.01, 4.44], [-0.76, 3.36, 4.98], [0.35, 1.35, 4.14], [1.44, 1.89, 4.39], [0.25, 0.03, 3.56], [1.41, -0.67, 3.24], [1.42, -1.55, 2.08], [0.32, -1.79, 1.20], [0.34, -2.79, 0.24], [1.48, -3.64, 0.14], [1.46, -4.75, -0.66], [0.44, -4.95, -1.66], [-0.91, -4.42, -1.21], [-0.80, -2.98, -0.71], [2.63, -5.57, -0.85], [3.51, -5.61, 0.39], [3.85, -4.19, 0.84], [2.63, -3.34, 0.92], [2.61, -2.24, 1.76], [-0.98, -0.70, 3.81], [-1.06, -1.93, 3.84], [-3.38, -1.53, 3.65], [-3.50, -0.93, 5.34], [-4.20, 0.04, 4.03], [0.05, 3.88, 4.47], [-1.72, 3.84, 4.80], [-0.59, 3.34, 6.05], [2.37, -0.19, 3.45], [-0.56, -1.15, 1.26], [0.73, -4.46, -2.61], [0.38, -6.03, -1.86], [-1.61, -4.48, -2.06], [-1.31, -5.07, -0.42], [-1.74, -2.69, -0.22], [-0.68, -2.32, -1.59], [2.29, -6.58, -1.11], [3.21, -5.19, -1.71], [2.98, -6.14, 1.20], [4.42, -6.17, 0.16], [4.32, -4.23, 1.83], [4.58, -3.75, 0.15], [3.55, -1.89, 2.20], [3.27, -3.61, 4.67], [1.93, -2.97, 4.96], [1.97, -1.56, 5.30], [1.15, -1.10, 6.35], [0.10, -1.83, 6.87], [-0.56, -1.41, 8.01], [-0.31, -0.16, 8.55], [0.64, 0.65, 7.91], [1.40, 0.15, 6.88], [0.87, -3.61, 4.85], [3.83, -2.99, 3.96], [3.88, -3.71, 5.58], [3.12, -4.60, 4.24], [2.96, -1.09, 5.33], [-0.12, -2.77, 6.38], [-1.28, -2.10, 8.44], [-0.84, 0.19, 9.43], [0.81, 1.68, 8.21], [2.23, 0.69, 6.43]], "homo_lumo_gap_ev": 6.314, "e_above_lowest_ev": 1.526, "spin_multiplicity": 1, "lumo_ev": -0.773}